Record 1
The following is a quantum chemistry calculation of C2H2N4 in the gas phase, from the Open Molecules 2025 dataset.

As for the HOMO energy: -10.132 eV. Its orbital gap is 9.6 eV. Its SMILES is c1ncnnn1. Its LUMO energy is -0.6 eV.

Each line ends with the Mulliken charge.
Geometry (Å):
C 1.0788 0.4260 -0.0079  0.110
C -1.1229 0.2983 -0.0020  0.109
H 2.0054 0.9930 0.0587  0.396
H -2.1012 0.7650 0.0068  0.401
N -0.0611 1.0948 -0.0264  -0.416
N -1.0864 -1.0338 -0.0027  -0.195
N 0.0858 -1.6259 -0.0153  -0.206
N 1.2015 -0.9173 -0.0112  -0.199

Record 2
The following is a quantum chemistry calculation of C2H2N4 in the gas phase, from the Open Molecules 2025 dataset.

As for the HOMO energy: -10.169 eV. Its orbital gap is 9.6 eV. Its SMILES is c1ncnnn1. Its LUMO energy is -0.6 eV.

Each line ends with the Mulliken charge.
Geometry (Å):
C -0.2242 0.6528 -0.9332  0.104
N 0.9344 0.0319 -1.1691  -0.178
N 1.3611 -0.8284 -0.2705  -0.200
N 0.6447 -1.0842 0.8038  -0.200
C -0.3728 -0.2592 1.0609  0.096
N -0.8518 0.6620 0.2348  -0.407
H -0.6680 1.1866 -1.7688  0.392
H -0.8234 -0.3615 2.0420  0.393

Record 3
The following is a quantum chemistry calculation of C2H2N4O in the gas phase at a distorted geometry, from the Open Molecules 2025 dataset.

As for the HOMO energy: -10.076 eV. Its orbital gap is 9.1 eV. Its SMILES is O=c1cn[nH]nn1. Its LUMO energy is -1.0 eV.

Each line ends with the Mulliken charge.
Geometry (Å):
C -1.0398 0.0016 -0.0022  0.429
C -0.2306 1.1959 -0.1368  0.002
H -0.5762 2.1739 -0.1957  0.467
H 2.6070 -0.1387 -0.0503  0.260
N 1.0984 1.2212 0.0061  -0.395
N 1.6624 -0.1216 0.2125  0.085
N 0.9294 -1.2420 -0.1566  -0.235
N -0.3920 -1.1619 -0.0217  -0.149
O -2.1871 -0.0112 0.0997  -0.463

Record 4
The following is a quantum chemistry calculation of C2H2N4O in the gas phase at a distorted geometry, from the Open Molecules 2025 dataset.

As for the HOMO energy: -9.975 eV. Its orbital gap is 8.7 eV. Its SMILES is O=c1nncn[nH]1. Its LUMO energy is -1.3 eV.

Each line ends with the Mulliken charge.
Geometry (Å):
C -0.6888 -0.2354 -0.9740  0.450
C 0.3383 0.2593 1.3251  0.012
H 0.7845 0.1502 2.2784  0.415
H 1.4373 -0.2828 -1.5040  0.324
N -1.6055 0.2355 0.1286  -0.134
N -1.0880 0.3731 1.2855  -0.169
N 1.2017 0.1058 0.3580  -0.460
N 0.7078 0.1407 -0.8137  0.096
O -1.0873 -0.7464 -2.0839  -0.534

Record 5
The following is a quantum chemistry calculation of C2H2N4O in the gas phase at a distorted geometry, from the Open Molecules 2025 dataset.

As for the HOMO energy: -8.319 eV. Its orbital gap is 7.5 eV. Its LUMO energy is -0.9 eV.

Each line ends with the Mulliken charge.
Geometry (Å):
C -0.0030 -1.4782 0.0848  0.128
C 1.3604 1.6525 0.1590  -0.144
N 1.1548 -0.7076 -0.0587  -0.717
N -1.1312 -0.8936 -0.1403  -0.037
N 1.1305 0.5002 0.0581  0.479
N -1.6399 0.1524 0.3229  0.094
O -2.4639 0.8925 -0.1871  -0.466
H -0.0769 -2.5771 0.2323  0.354
H 1.6691 2.4588 -0.4712  0.309

Record 6
The following is a quantum chemistry calculation of C2H2N4O2 in the gas phase at a distorted geometry, from the Open Molecules 2025 dataset.

As for the HOMO energy: -9.412 eV. Its orbital gap is 8.1 eV. Its SMILES is O/N=c1/cnnno1. Its LUMO energy is -1.3 eV.

Each line ends with the Mulliken charge.
Geometry (Å):
C -0.1635 -0.1412 -0.1867  0.667
C 1.2889 0.1001 -0.1742  0.006
H -2.3632 -1.4805 -1.7078  0.364
H 1.8876 -0.3728 -0.9717  0.404
N -0.6905 -0.7566 -1.2170  -0.477
N 1.9048 0.6000 0.8781  -0.344
N 1.0912 1.2436 1.7924  0.031
N -0.0701 1.3350 1.8573  0.087
O -2.0578 -0.7409 -1.1635  -0.331
O -0.8275 0.2133 0.8931  -0.407

Record 7
The following is a quantum chemistry calculation of C2H2N4O2 in the gas phase at a distorted geometry, from the Open Molecules 2025 dataset.

As for the HOMO energy: -10.452 eV. Its orbital gap is 9.0 eV. Its SMILES is [H]/N=C\n1nnoc1=O. Its LUMO energy is -1.4 eV.

Each line ends with the Mulliken charge.
Geometry (Å):
C 1.6519 0.7081 0.3007  0.061
C -0.8830 0.6202 0.0462  0.453
H 2.1435 -1.0495 -0.8085  0.316
H 1.7931 1.7115 1.0620  0.279
N 2.7644 0.0131 -0.4811  -0.452
N 0.4204 0.1415 0.2826  0.295
N 0.2483 -1.2419 0.3373  -0.256
N -0.9829 -1.6045 -0.0651  -0.028
O -1.7457 -0.3938 -0.1582  -0.127
O -1.4670 1.6702 -0.1982  -0.541

Record 8
The following is a quantum chemistry calculation of C2H2N4O2 in the gas phase at a distorted geometry, from the Open Molecules 2025 dataset.

As for the HOMO energy (spin up / spin down): -10.260 / -10.263 eV. Its orbital gap (spin up / spin down) is 9.2 / 9.2 eV. Its LUMO energy (spin up / spin down) is -1.1 / -1.1 eV.

Each line ends with the Mulliken charge.
Geometry (Å):
C -0.7926 0.9254 -0.0058  -0.077
C -1.0144 -0.4020 0.0119  -0.215
N 0.4281 1.5263 -0.1197  -0.348
N 1.2286 -1.0301 0.0533  -0.600
N 0.0404 -1.4111 -0.0421  0.958
N 1.4665 0.9330 -0.0674  0.619
O -0.2968 -2.5747 -0.0848  -0.659
O 2.5941 1.3079 0.0181  -0.479
H -1.7002 1.4533 0.1508  0.354
H -1.9537 -0.7281 0.0857  0.447

Record-wise ΔE to the lowest compared entry with this formula, charge and spin values, in kcal per mole: 38.1 39.7 45.9 32.6 120.1 158.8 178.6 212.0